No. 1
{"formula": "C8H13N5S3SbSr", "method": "ωB97M-V with the def2-TZVPD basis set", "elements": ["Sr", "S", "Sb", "S", "S", "N", "C", "N", "C", "N", "C", "C", "N", "C", "C", "N", "C", "C", "H", "H", "H", "H", "H", "H", "H", "H", "H", "H", "H", "H", "H"], "coordinates": [[0.460, -0.435, -2.765], [1.290, -1.908, -5.214], [2.042, -2.993, -3.314], [0.100, -3.332, -2.047], [3.254, -1.362, -2.139], [-0.844, 1.687, -2.114], [-1.609, 2.577, -2.202], [-2.383, 3.592, -2.150], [-3.379, 3.678, -3.037], [-4.261, 3.816, -3.771], [0.906, -1.403, 2.204], [1.040, -1.516, 0.668], [0.381, -0.374, 0.021], [-1.043, -0.360, 0.366], [-1.224, -0.215, 1.894], [0.143, -0.145, 2.505], [0.887, 1.045, 1.980], [1.016, 0.876, 0.449], [1.869, -1.325, 2.705], [0.348, -2.232, 2.638], [0.586, -2.431, 0.287], [2.082, -1.537, 0.352], [-1.482, -1.294, 0.013], [-1.517, 0.469, -0.160], [-1.735, -1.068, 2.337], [-1.755, 0.696, 2.166], [0.045, -0.050, 3.513], [1.853, 1.072, 2.482], [0.321, 1.934, 2.253], [2.066, 0.834, 0.156], [0.542, 1.703, -0.076]], "s2": 0.7598, "e_tot_ha": -2051.9875, "gap_ev": [6.435, 5.601], "e_homo_ev": [-7.66, -7.72], "e_lumo_ha": [-0.0449, -0.0778], "molar_mass_g_mol": 484.81, "spin_multiplicity": 2, "relative_energy_kcal_mol": 13.9}

---

No. 2
{"formula": "C8H13N6", "method": "ωB97M-V with the def2-TZVPD basis set", "elements": ["C", "N", "N", "N", "N", "C", "C", "N", "C", "C", "C", "C", "C", "N", "H", "H", "H", "H", "H", "H", "H", "H", "H", "H", "H", "H", "H"], "coordinates": [[-2.681, 2.112, 0.345], [-2.437, 0.718, 0.056], [-3.450, 0.006, -0.451], [-3.057, -1.123, -0.652], [-1.798, -1.291, -0.379], [-1.358, -0.169, 0.090], [0.226, -0.066, 0.324], [0.428, -0.566, 1.725], [0.960, 1.282, 0.169], [2.212, 1.485, -0.289], [3.083, 0.375, -0.725], [2.401, -0.796, -0.861], [0.890, -0.982, -0.699], [0.513, -2.374, -0.491], [-1.921, 2.547, 1.046], [-2.898, 2.734, -0.594], [-3.599, 1.984, 0.918], [-0.339, -0.806, 2.237], [1.104, 0.086, 2.228], [0.390, 2.109, 0.642], [2.618, 2.418, -0.067], [4.082, 0.570, -0.905], [2.908, -1.854, -0.869], [0.567, -0.559, -1.720], [-0.674, -2.293, -0.531], [0.787, -2.499, 0.520], [1.046, -3.048, -1.067]], "e_tot_ha": -640.8140, "gap_ev": 9.310, "e_homo_ev": -12.81, "e_lumo_ha": -0.1284, "charge": 1, "molar_mass_g_mol": 193.23, "relative_energy_kcal_mol": 93.0}

---

No. 3
{"formula": "C8H13NO2Si", "method": "ωB97M-V with the def2-TZVPD basis set", "elements": ["C", "C", "C", "C", "C", "C", "C", "C", "N", "O", "O", "Si", "H", "H", "H", "H", "H", "H", "H", "H", "H", "H", "H", "H", "H"], "coordinates": [[-2.791, 2.015, 2.710], [-1.970, -1.773, 3.082], [-1.945, 1.535, 1.846], [-0.920, 1.000, 1.200], [-0.602, 2.907, -1.767], [0.907, -2.304, 2.063], [0.376, 1.818, -1.714], [0.940, 1.529, -0.305], [-3.460, 2.412, 3.615], [-0.754, -0.292, 0.823], [0.068, 1.913, 0.710], [-0.875, -1.802, 1.560], [-1.946, -2.519, 3.899], [-0.204, 3.899, -1.851], [-1.329, 2.748, -2.498], [-1.293, 2.975, -0.871], [0.932, -3.249, 2.569], [1.601, -2.360, 1.212], [1.328, -1.724, 2.886], [1.047, 2.180, -2.413], [-0.103, 0.941, -2.103], [1.282, 0.506, -0.095], [1.822, 2.198, -0.144], [-2.856, -1.116, 3.116], [-1.629, -2.576, 0.385]], "e_tot_ha": -807.1867, "gap_ev": [8.130, 7.598], "e_homo_ev": [-9.14, -8.84], "e_lumo_ha": [-0.0373, -0.0458], "molar_mass_g_mol": 183.28, "relative_energy_kcal_mol": 168.1}

---

No. 4
{"formula": "C8H13NO3", "method": "ωB97M-V with the def2-TZVPD basis set", "elements": ["C", "C", "C", "C", "C", "O", "O", "C", "O", "N", "C", "C", "H", "H", "H", "H", "H", "H", "H", "H", "H", "H", "H", "H", "H"], "coordinates": [[0.843, 1.736, 4.591], [0.335, 1.310, 3.331], [0.019, 0.975, 2.220], [-0.553, 0.938, 0.829], [0.251, 2.046, 0.191], [-1.903, 1.110, 0.890], [-0.256, -0.361, 0.245], [-0.684, -0.517, -1.041], [-1.126, 0.367, -1.724], [-0.557, -1.844, -1.361], [-0.539, -2.239, -2.813], [0.869, -2.543, -3.306], [0.379, 2.766, 4.985], [0.544, 1.029, 5.433], [1.884, 1.882, 4.554], [-0.091, 2.170, -0.736], [1.239, 1.659, 0.192], [0.369, 2.964, 0.728], [-2.462, 1.159, 0.114], [-0.026, -2.393, -0.773], [-0.919, -1.397, -3.460], [-1.254, -3.092, -2.828], [0.890, -3.113, -4.158], [1.422, -1.698, -3.661], [1.326, -2.913, -2.442]], "e_tot_ha": -593.0240, "gap_ev": 10.410, "e_homo_ev": -9.55, "e_lumo_ha": 0.0316, "molar_mass_g_mol": 171.20, "relative_energy_kcal_mol": 68.0}

---

No. 5
{"formula": "C8H13NO3", "method": "ωB97M-V with the def2-TZVPD basis set", "elements": ["C", "C", "C", "O", "N", "O", "O", "H", "H", "H", "C", "C", "C", "C", "C", "H", "H", "H", "H", "H", "H", "H", "H", "H", "H"], "coordinates": [[-1.667, 0.027, -2.960], [-1.959, -0.001, -1.494], [-2.271, -1.058, -0.750], [-2.566, -1.977, -0.119], [-2.109, 1.272, -0.843], [-1.889, 2.268, -1.440], [-2.444, 1.274, 0.297], [-2.590, 0.195, -3.491], [-1.501, -1.023, -3.207], [-0.730, 0.479, -3.163], [2.651, -0.895, 1.520], [1.371, -0.034, 1.162], [1.233, 1.268, 1.973], [0.124, -0.849, 0.892], [0.820, -0.063, -0.222], [2.641, -1.200, 2.492], [3.540, -0.305, 1.257], [2.763, -1.785, 1.072], [2.147, 1.753, 2.027], [0.940, 0.952, 2.978], [0.405, 1.713, 1.556], [-0.855, -0.408, 0.998], [0.189, -1.868, 1.111], [1.416, -0.504, -0.984], [0.344, 0.769, -0.663]], "e_tot_ha": -592.8934, "gap_ev": 9.781, "e_homo_ev": -9.77, "e_lumo_ha": 0.0005, "molar_mass_g_mol": 171.20, "relative_energy_kcal_mol": 150.0}

---

No. 6
{"formula": "C8H13NO5", "method": "ωB97M-V with the def2-TZVPD basis set", "elements": ["O", "C", "O", "C", "C", "C", "N", "C", "C", "O", "C", "C", "O", "O", "H", "H", "H", "H", "H", "H", "H", "H", "H", "H", "H", "H", "H"], "coordinates": [[-0.787, -0.526, 4.181], [-0.386, 0.157, 3.313], [0.687, 1.013, 3.587], [-0.965, 0.191, 1.890], [-0.020, -0.673, 1.009], [-0.436, -0.779, -0.479], [0.726, -1.296, -1.280], [1.859, -0.324, -1.391], [1.348, 1.153, -1.356], [0.095, 1.146, -2.005], [-0.886, 0.529, -1.167], [-2.051, 0.109, -2.107], [-3.141, 0.657, -2.063], [-1.757, -0.811, -2.911], [0.333, 1.875, 3.855], [-0.832, 1.237, 1.560], [-2.018, -0.108, 1.865], [1.015, -0.334, 1.181], [-0.069, -1.703, 1.423], [-1.229, -1.527, -0.636], [0.424, -1.534, -2.241], [1.082, -2.122, -0.793], [2.501, -0.487, -2.265], [2.487, -0.459, -0.492], [1.233, 1.515, -0.315], [2.074, 1.799, -1.868], [-1.286, 1.305, -0.494]], "e_tot_ha": -743.5265, "gap_ev": 7.738, "e_homo_ev": -8.05, "e_lumo_ha": -0.0113, "molar_mass_g_mol": 203.19, "relative_energy_kcal_mol": 59.5}

---

No. 7
{"formula": "C8H13NbO3PYb", "method": "ωB97M-V with the def2-TZVPD basis set", "elements": ["C", "P", "O", "Nb", "O", "C", "O", "C", "C", "C", "C", "C", "C", "H", "H", "H", "H", "H", "H", "H", "H", "H", "H", "H", "H", "H", "Yb"], "coordinates": [[4.855, 0.121, -0.042], [3.158, 0.546, 0.711], [2.989, -0.077, 2.298], [1.433, -0.634, -0.839], [0.667, -1.712, 0.790], [-0.699, -2.066, 0.629], [-1.127, -3.235, 0.782], [-1.692, -0.834, 0.288], [-1.728, 0.289, 1.392], [-2.598, 1.542, 1.174], [-3.395, 1.615, -0.171], [-3.389, 0.516, -1.255], [-2.512, -0.748, -1.038], [4.659, -0.048, -1.169], [5.225, -0.825, 0.483], [5.539, 1.026, 0.081], [2.883, -1.062, 2.214], [0.368, 0.809, -0.565], [2.120, 0.189, -2.328], [2.615, -1.978, -1.128], [0.132, -1.389, -1.882], [-1.100, 0.176, 2.346], [-2.588, 2.356, 1.967], [-4.019, 2.562, -0.357], [-3.965, 0.596, -2.233], [-2.415, -1.600, -1.792], [-5.419, 3.865, -0.353]], "e_tot_ha": -2094.5499, "gap_ev": 1.599, "e_homo_ev": -8.91, "e_lumo_ha": -0.2685, "charge": 1, "molar_mass_g_mol": 454.11, "relative_energy_kcal_mol": 81.1}

---

No. 8
{"formula": "C8H14", "method": "ωB97M-V with the def2-TZVPD basis set", "elements": ["C", "C", "C", "C", "C", "C", "C", "C", "H", "H", "H", "H", "H", "H", "H", "H", "H", "H", "H", "H", "H", "H"], "coordinates": [[1.292, 0.667, 1.301], [0.643, 0.018, 0.358], [-0.071, -1.324, 0.552], [-0.480, -1.666, 2.000], [0.442, 0.529, -1.037], [1.413, -0.037, -2.018], [-0.648, 1.216, -1.414], [-1.756, 1.543, -0.471], [1.641, 0.232, 2.237], [1.741, 1.655, 1.255], [-0.994, -1.238, -0.021], [0.585, -2.053, 0.066], [-1.548, -1.461, 2.096], [-0.008, -1.004, 2.720], [-0.369, -2.732, 2.181], [2.024, -0.815, -1.573], [0.875, -0.390, -2.908], [2.096, 0.687, -2.476], [-0.802, 1.289, -2.485], [-2.564, 0.807, -0.491], [-2.191, 2.536, -0.417], [-1.322, 1.541, 0.544]], "e_tot_ha": -313.1540, "gap_ev": 9.943, "e_homo_ev": -8.90, "e_lumo_ha": 0.0383, "molar_mass_g_mol": 110.20, "relative_energy_kcal_mol": 39.8}

---

No. 9
{"formula": "C8H14BaF6N5O14S6", "method": "ωB97M-V with the def2-TZVPD basis set", "elements": ["Ba", "C", "C", "N", "C", "C", "N", "C", "C", "H", "H", "H", "H", "H", "H", "H", "H", "H", "H", "H", "N", "S", "O", "O", "F", "S", "O", "O", "F", "N", "S", "O", "O", "F", "S", "O", "O", "F", "N", "S", "O", "O", "F", "S", "O", "O", "F", "C", "C", "O", "O", "H", "H", "H"], "coordinates": [[0.372, -0.539, 2.172], [0.800, -0.169, -1.722], [-0.620, 0.336, -2.075], [-0.534, 1.055, -3.355], [-0.357, 2.407, -3.494], [-0.402, 2.704, -4.813], [-0.607, 1.516, -5.466], [-0.695, 0.525, -4.565], [-0.728, 1.359, -6.893], [1.208, -0.931, -2.377], [0.838, -0.352, -0.659], [1.495, 0.680, -1.743], [-0.888, 1.088, -1.339], [-1.326, -0.486, -2.132], [-0.048, 3.003, -2.650], [-0.228, 3.571, -5.425], [-0.982, -0.477, -4.835], [-1.739, 1.022, -7.138], [-0.058, 0.654, -7.379], [-0.633, 2.312, -7.409], [-0.978, 1.768, 2.637], [-1.062, 3.111, 1.634], [-0.070, 4.116, 1.829], [-2.256, 3.471, 0.896], [-0.403, 2.223, 0.389], [-1.903, 2.371, 3.746], [-3.318, 2.479, 3.509], [-1.271, 3.474, 4.471], [-1.703, 1.251, 4.855], [2.847, -0.757, 1.209], [3.709, -2.093, 0.627], [4.828, -2.564, 1.406], [3.847, -2.139, -0.810], [2.632, -3.198, 0.910], [3.976, 0.250, 1.079], [4.184, 0.786, -0.245], [5.011, 0.214, 2.058], [3.075, 1.431, 1.727], [-1.453, -1.608, 0.621], [-2.943, -1.245, 0.357], [-3.916, -2.026, 1.066], [-3.320, -0.683, -0.905], [-2.957, 0.145, 1.204], [-1.559, -3.195, -0.023], [-1.755, -3.220, -1.441], [-2.095, -4.217, 0.818], [-0.009, -3.547, 0.106], [0.703, -2.693, 6.133], [0.411, -1.711, 5.029], [1.115, -0.693, 4.796], [-0.614, -1.984, 4.338], [1.421, -2.297, 6.856], [1.185, -3.594, 5.754], [-0.226, -2.904, 6.658]], "e_tot_ha": -4654.3001, "gap_ev": 7.494, "e_homo_ev": -6.60, "e_lumo_ha": 0.0328, "charge": -1, "molar_mass_g_mol": 847.94}